Molecular formula: C5H14
Method: DFT, ωB97M-V with the def2-TZVPD basis set

Each line ends with the Mulliken charge.
CARTESIAN COORDINATES (ANGSTROEM)
C -1.47 2.55 -1.47  -1.1064
C -0.66 1.68 -0.53  -0.4799
H -2.39 2.11 -1.90  0.3541
H -1.91 3.35 -0.85  0.3118
H -0.88 2.90 -2.30  0.3184
H 0.08 2.36 -0.09  0.3266
H -0.14 0.92 -1.16  0.0667
H -1.22 1.19 0.26  0.3436
C 0.49 -2.01 0.87  -0.0453
C 0.91 -1.83 -0.56  -0.7012
C 0.87 -0.90 1.84  -0.9366
H -0.57 -2.26 1.04  0.3732
H 1.00 -2.93 1.31  0.3340
H 1.07 -0.76 -0.78  0.1893
H 0.51 0.07 1.44  0.2296
H 0.09 -2.25 -1.15  0.2992
H 1.86 -2.32 -0.80  0.3843
H 0.44 -1.06 2.83  0.3704
H 1.94 -0.81 2.02  0.3682

## Properties
* E_HOMO (alpha / beta): -15.2 / -14.8 eV
* total charge: +1
* energy above the lowest of the compared OMol25 structures with the same formula, charge and spin: 12.7 kcal per mole
* 2S+1: 2
* ⟨S²⟩: 0.753


Molecular formula: C5H12N2O2
Method: DFT, ωB97M-V with the def2-TZVPD basis set

Each line ends with the Mulliken charge.
CARTESIAN COORDINATES (ANGSTROEM)
C -1.42 1.23 -0.21  -0.3238
C -0.70 -1.25 -0.33  -0.8537
C -0.21 1.48 -1.06  -0.3314
C 2.02 -1.24 -0.11  -1.6256
N 1.01 0.98 -0.49  -0.3673
C 0.90 -0.29 0.26  0.8691
N -1.37 1.30 1.09  -0.2862
O -1.37 -1.57 0.84  -0.5375
O 0.71 -0.13 1.55  -0.8884
H -0.74 -1.37 1.57  0.4255
H 1.40 1.66 0.16  0.3255
H -2.39 1.24 -0.70  0.4133
H -2.24 1.16 1.59  0.2807
H -0.44 0.79 1.57  0.3546
H -1.43 -1.02 -1.11  0.3358
H -0.14 -2.10 -0.74  0.4419
H -0.11 2.55 -1.27  0.3663
H -0.40 0.98 -2.02  0.2829
H 2.97 -0.79 0.18  0.4162
H 2.04 -1.42 -1.19  0.3492
H 1.90 -2.19 0.42  0.3530

## Properties
* E_HOMO: -8.1 eV
* energy above the lowest of the compared OMol25 structures with the same formula, charge and spin: 93.5 kcal per mole
* 2S+1: 1


Molecular formula: C53H88BN13O4PS2
Method: DFT, ωB97M-V with the def2-TZVPD basis set

Each line ends with the Mulliken charge.
CARTESIAN COORDINATES (ANGSTROEM)
C 3.03 4.52 -0.74  -1.7507
C 2.19 3.50 -1.49  0.5277
N 0.85 3.35 -0.91  0.7979
C 0.61 2.05 -0.32  -2.8363
C 0.18 1.00 -1.35  0.1569
P -1.41 1.43 -2.30  -0.5699
C -1.35 3.20 -2.81  -0.2015
C -2.59 3.54 -3.67  -1.4134
C -1.18 0.63 -3.96  -0.6182
C 0.24 0.62 -4.55  -0.9675
C -0.04 -0.35 -0.64  -0.0963
S 1.60 -0.90 0.06  0.4684
C -0.60 -1.44 -1.57  -0.7532
C -0.55 -2.87 -1.03  -0.9191
C 0.61 -3.77 -1.53  -0.2931
C 1.64 -3.15 -2.49  0.6283
C 3.06 -3.69 -2.30  -0.7738
C 4.11 -2.69 -2.82  -0.7653
C 4.71 -1.82 -1.70  -0.7659
C 4.62 -0.31 -1.95  0.9517
O 4.93 0.02 -3.29  -0.4674
C 3.89 0.56 -4.07  -0.3780
N -1.01 -0.17 0.46  0.3025
C -1.23 1.11 0.90  -0.9575
N -2.38 1.24 1.54  0.8748
S -3.42 -0.12 1.78  -0.1660
O -2.79 2.42 2.09  -0.6926
B -3.67 3.14 1.21  0.6094
O -4.68 3.78 1.85  -0.4327
O -3.33 3.24 -0.10  -0.3313
N -0.39 2.17 0.76  1.2042
C 0.19 2.70 2.01  -1.2562
N 1.15 1.79 2.61  0.1702
C 1.26 1.88 4.07  -0.7998
H 2.46 5.45 -0.67  0.3924
H 3.26 4.16 0.26  0.3881
H 3.95 4.76 -1.28  0.4581
H 2.69 2.53 -1.54  -0.5421
H 2.08 3.83 -2.53  0.3431
H 0.67 4.08 -0.24  0.5411
H 1.55 1.70 0.13  0.2098
H 1.03 0.85 -2.02  0.5351
H -0.43 3.40 -3.36  0.3974
H -1.32 3.82 -1.93  0.5214
H -3.20 2.67 -3.91  0.3715
H -2.29 4.02 -4.59  0.3616
H -3.23 4.24 -3.12  0.3460
H -1.58 -0.38 -3.86  0.4794
H -1.87 1.17 -4.60  0.7579
H 0.20 0.85 -5.61  0.4466
H 0.68 -0.37 -4.48  0.1100
H 0.90 1.34 -4.06  0.0481
H 1.13 -1.63 1.08  -0.2968
H -0.12 -1.35 -2.54  0.2009
H -1.64 -1.16 -1.71  0.6458
H -1.49 -3.35 -1.30  0.5422
H -0.55 -2.86 0.06  0.1898
H 0.18 -4.64 -2.01  0.4230
H 1.14 -4.16 -0.65  -0.4964
H 1.35 -3.37 -3.52  0.3458
H 1.70 -2.07 -2.38  -0.5911
H 3.18 -4.64 -2.82  0.4457
H 3.24 -3.90 -1.24  0.1930
H 3.62 -2.06 -3.56  0.2920
H 4.91 -3.23 -3.32  0.4702
H 5.77 -2.05 -1.57  0.4934
H 4.23 -2.03 -0.74  0.2370
H 5.37 0.17 -1.32  0.0283
H 3.64 0.09 -1.65  -0.6299
H 4.04 1.64 -4.22  0.3248
H 2.91 0.38 -3.61  -0.1596
H 3.89 0.09 -5.05  0.3421
H -0.88 -0.81 1.24  0.5763
H -4.22 0.45 2.70  0.2292
H -5.52 3.77 1.38  0.3185
H -3.91 2.81 -0.74  0.3176
H 0.71 3.62 1.75  0.5151
H -0.61 2.98 2.69  0.5140
H 1.05 0.83 2.31  -0.0164
H 0.37 2.34 4.52  0.3132
H 1.35 0.89 4.50  0.1842
H 2.12 2.47 4.39  0.3098
N 1.89 -2.23 4.28  0.4232
C 2.84 -2.81 5.09  -0.5735
C 2.32 -2.92 6.34  -0.5310
C 1.00 -2.39 6.31  -0.7905
C 0.76 -1.98 5.03  -0.6793
H 2.01 -2.02 3.31  0.0182
H 3.81 -3.08 4.69  0.4225
H 2.83 -3.33 7.20  0.4563
H 0.31 -2.32 7.13  0.5503
H -0.11 -1.53 4.58  0.6865
N 1.89 6.85 -3.59  0.2693
C 3.02 6.80 -4.37  -0.8239
C 3.33 8.08 -4.75  -0.5471
C 2.35 8.94 -4.18  -0.6048
C 1.47 8.15 -3.47  -0.4031
H 1.43 6.06 -3.18  0.0960
H 3.51 5.86 -4.58  0.6749
H 4.16 8.37 -5.37  0.4967
H 2.29 10.01 -4.28  0.4055
H 0.60 8.41 -2.90  0.4351
N 1.05 -5.21 3.11  0.1878
C 0.20 -6.04 3.78  -0.2147
C -0.02 -7.14 3.00  -0.7638
C 0.73 -6.96 1.80  -0.6661
C 1.38 -5.76 1.90  -0.6727
H 1.38 -4.32 3.45  0.2980
H -0.17 -5.79 4.76  0.3554
H -0.64 -7.98 3.25  0.4208
H 0.79 -7.64 0.97  0.4290
H 2.05 -5.27 1.22  0.6560
N 2.21 6.07 -7.59  0.0980
C 2.37 7.22 -8.31  -0.3338
C 2.65 6.87 -9.61  -0.5753
C 2.67 5.45 -9.67  -0.4328
C 2.39 4.99 -8.41  -0.5278
H 2.01 6.04 -6.61  0.2058
H 2.26 8.19 -7.85  0.3927
H 2.83 7.56 -10.42  0.3985
H 2.86 4.84 -10.53  0.3842
H 2.31 3.99 -8.03  0.4053
N -8.25 -2.51 1.69  0.0474
C -7.14 -1.74 1.85  -0.6866
C -6.37 -1.87 0.72  0.3114
C -7.05 -2.76 -0.15  -0.9150
C -8.21 -3.13 0.48  -0.4419
H -8.98 -2.62 2.37  0.2339
H -6.99 -1.17 2.75  0.4031
H -5.43 -1.39 0.53  0.2865
H -6.73 -3.08 -1.13  0.4216
H -9.00 -3.79 0.16  0.3830
N -2.79 -3.86 5.74  0.2309
C -2.54 -4.77 6.74  -0.2208
C -3.74 -5.12 7.29  -0.8777
C -4.75 -4.40 6.61  -0.5459
C -4.14 -3.63 5.65  -0.8547
H -2.09 -3.43 5.16  0.1369
H -1.54 -5.08 6.96  0.4238
H -3.87 -5.81 8.10  0.4149
H -5.81 -4.44 6.80  0.7835
H -4.55 -2.95 4.92  0.4988
N -7.96 -5.39 5.00  0.0181
C -9.06 -5.46 5.82  -0.3271
C -10.17 -5.26 5.04  -0.6557
C -9.72 -5.06 3.71  -0.3908
C -8.35 -5.14 3.72  -0.5601
H -7.01 -5.50 5.30  0.2454
H -8.96 -5.65 6.87  0.3766
H -11.19 -5.26 5.39  0.4035
H -10.33 -4.89 2.84  0.4711
H -7.62 -5.06 2.93  0.4465
N 7.66 1.45 0.68  0.0301
C 8.67 1.01 1.49  -0.5489
C 8.24 1.11 2.78  -0.4698
C 6.92 1.63 2.75  -0.5924
C 6.59 1.83 1.44  -0.4068
H 7.71 1.49 -0.33  0.2194
H 9.61 0.67 1.08  0.3931
H 8.81 0.85 3.66  0.3991
H 6.28 1.83 3.60  0.4251
H 5.69 2.20 0.98  0.5507

## Properties
* E_HOMO: -9.5 eV
* total charge: +1
* 2S+1: 1


Molecular formula: C5H15N2O
Method: DFT, ωB97M-V with the def2-TZVPD basis set

Each line ends with the Mulliken charge.
CARTESIAN COORDINATES (ANGSTROEM)
C 0.88 1.97 -0.61  -0.5441
C 0.53 1.15 0.65  -0.2494
C -0.45 -0.04 0.27  0.4896
C -0.38 -1.07 1.07  -1.3771
C -2.92 -0.14 -0.31  -0.9262
N -1.49 0.30 -0.66  -0.1912
N 1.28 1.14 -1.78  -0.3807
H 1.70 2.69 -0.38  0.3673
H -0.02 2.56 -0.94  0.2314
H 1.37 0.65 1.14  0.3611
H 0.14 1.87 1.38  0.3029
H 1.34 -2.59 2.47  -0.2732
H -0.94 -1.57 1.92  0.3481
H -3.00 -1.24 -0.36  0.3043
H -3.57 0.38 -1.05  0.3240
H -3.19 0.12 0.67  0.3162
H -1.41 0.29 -1.66  0.3150
H 1.67 1.62 -2.58  0.1555
H 1.30 0.10 -1.72  0.1850
H 1.17 -2.85 3.14  0.2582
H 1.28 -1.64 0.09  0.3018
H 2.59 -2.26 -0.31  0.3251
O 2.10 -1.44 -0.43  -0.6437

## Properties
* E_HOMO (alpha / beta): -8.1 / -8.1 eV
* energy above the lowest of the compared OMol25 structures with the same formula, charge and spin: 78.0 kcal per mole
* 2S+1: 2
* ⟨S²⟩: 0.762


Molecular formula: C27H41O4Si2
Method: DFT, ωB97M-V with the def2-TZVPD basis set

Each line ends with the Mulliken charge.
CARTESIAN COORDINATES (ANGSTROEM)
C 4.01 0.13 2.52  -1.0858
Si 2.47 1.13 2.26  0.3428
C 2.40 2.39 3.65  -1.1758
C 2.28 1.96 0.57  -0.7512
O 1.08 0.23 2.09  -0.4379
C 0.60 -1.05 1.70  3.2777
C -0.95 -0.96 2.10  -0.3453
O -1.53 0.20 2.13  -0.0488
Si -2.40 1.19 3.26  0.0754
C -1.22 2.60 3.58  -0.9203
C -3.86 1.74 2.27  -1.0453
C -2.68 0.17 4.80  -1.0283
C -1.76 -2.17 2.38  -0.9962
C -1.01 -3.13 3.32  -1.0295
C 0.42 -3.40 2.82  -0.6721
C 1.24 -2.10 2.59  -1.9629
H 4.86 0.75 2.19  0.4371
H 4.14 -0.11 3.59  0.2910
H 4.01 -0.81 1.93  0.2388
H 3.32 2.98 3.56  0.3773
H 1.55 3.06 3.57  0.3120
H 2.40 1.92 4.64  0.3613
H 3.04 2.75 0.45  0.5685
H 2.38 1.20 -0.21  0.0738
H 1.27 2.39 0.52  0.1596
H -1.73 3.43 4.10  0.5052
H -0.36 2.27 4.19  0.1621
H -0.83 2.98 2.62  0.3245
H -4.50 2.41 2.85  0.4012
H -3.52 2.29 1.38  0.3090
H -4.47 0.90 1.93  0.3592
H -3.24 0.76 5.54  0.4413
H -3.25 -0.74 4.61  0.3700
H -1.72 -0.10 5.26  0.3255
H -2.69 -1.85 2.86  0.5507
H -1.99 -2.72 1.45  0.4233
H -0.99 -2.75 4.36  0.3459
H -1.57 -4.08 3.35  0.4519
H 0.94 -4.03 3.58  0.5094
H 0.32 -4.05 1.92  0.2960
H 2.16 -2.40 2.09  0.2938
H 1.52 -1.65 3.55  0.5810
C 5.42 -4.03 -3.77  -0.8241
O 4.83 -4.40 -2.50  -0.4583
C 3.82 -3.71 -1.93  0.4800
C 3.53 -3.97 -0.58  -1.1388
C 2.56 -3.23 0.08  -0.5442
C 1.85 -2.18 -0.51  0.8406
C 0.60 -1.54 0.30  -0.3654
C -0.14 -0.58 -0.64  0.2673
C -1.52 -0.68 -0.67  -0.1563
C -2.30 0.18 -1.41  -1.2250
C -1.70 1.10 -2.33  0.5588
O -2.51 1.79 -3.16  -0.4642
C -1.99 2.74 -4.13  -0.8166
C -0.30 1.19 -2.34  -1.3840
C 0.48 0.34 -1.53  -0.4572
C 2.02 -2.07 -1.93  -1.1298
C 3.02 -2.78 -2.64  -0.7094
H 6.31 -4.66 -3.84  0.2577
H 4.75 -4.27 -4.61  0.3183
H 5.72 -2.98 -3.80  0.3542
H 4.06 -4.75 -0.04  0.4769
H 2.26 -3.59 1.05  0.3395
H 0.00 -2.45 0.44  0.9293
H -2.00 -1.56 -0.22  0.4038
H -3.38 0.15 -1.33  0.5320
H -2.88 3.20 -4.56  0.2587
H -1.38 3.52 -3.64  0.3262
H -1.41 2.24 -4.92  0.3294
H 0.22 1.89 -3.02  0.3901
H 1.54 0.32 -1.72  1.0144
H 1.29 -1.54 -2.57  0.5492
H 3.15 -2.61 -3.72  0.3807

## Properties
* E_HOMO: -10.6 eV
* total charge: +1
* 2S+1: 1


Molecular formula: C44H75N2O12
Method: DFT, ωB97M-V with the def2-TZVPD basis set

Each line ends with the Mulliken charge.
CARTESIAN COORDINATES (ANGSTROEM)
C 2.98 -2.36 0.87  -0.4049
N 2.18 -3.21 -0.11  0.0491
C 2.95 -3.13 -1.41  -0.7277
C 0.84 -2.63 -0.29  0.1362
O 0.63 -1.96 -1.36  -0.3945
C -0.37 -2.78 0.80  -0.7371
C -1.50 -1.73 0.32  0.0762
C -2.88 -2.18 -0.29  -0.2787
C -3.87 -1.07 -0.74  1.1374
C -5.29 -1.27 -1.42  -0.6009
C -6.06 -2.61 -1.03  0.6288
C -5.56 -4.07 -1.24  -0.0493
C -6.42 -5.33 -0.85  -0.6061
C -7.85 -5.18 -0.24  -0.4400
C -8.38 -3.71 0.00  -0.5013
C -7.50 -2.47 -0.39  -0.5834
C -3.39 0.42 -0.55  -1.0010
C -2.00 0.77 0.06  0.3458
C -1.47 2.28 0.21  -0.2554
O -1.53 2.89 -1.12  -0.1751
O -2.72 3.52 -1.28  -0.3758
N -1.12 -0.32 0.46  0.5427
H 3.36 -3.00 1.74  0.1938
H 2.35 -1.48 1.28  0.0986
H 3.91 -1.89 0.38  0.2040
H 2.39 -3.64 -2.27  0.2894
H 3.96 -3.70 -1.32  0.1884
H 3.24 -2.05 -1.68  0.2549
H -0.79 -3.83 0.63  0.3851
H -0.01 -2.59 1.87  0.2497
H -3.15 -3.28 -0.40  0.1093
H -5.26 -1.17 -2.56  0.2939
H -5.96 -0.40 -1.05  0.4620
H -4.52 -4.25 -1.71  0.2337
H -6.02 -6.40 -1.01  0.2932
H -8.53 -6.06 0.03  0.3240
H -9.43 -3.57 0.46  0.3322
H -7.98 -1.44 -0.21  0.2136
H -4.08 1.28 -0.87  0.3132
H -2.06 2.90 0.97  0.3126
H -0.34 2.26 0.46  0.0302
H -3.15 3.18 -2.12  0.3217
H -0.18 -0.09 0.84  0.0059
C -0.76 1.52 4.65  -1.1671
C 0.50 1.07 3.96  0.8432
O 0.62 1.13 2.75  -0.5223
C 1.61 0.56 4.83  -1.0994
H -1.48 1.87 3.90  0.2017
H -1.20 0.68 5.19  0.3622
H -0.54 2.34 5.33  0.3680
H 1.28 -0.32 5.38  0.4367
H 1.94 1.34 5.52  0.2599
H 2.46 0.27 4.20  0.2449
C 3.79 3.75 3.96  -0.7571
C 4.23 3.60 5.39  0.6925
O 3.43 3.34 6.27  -0.5771
C 5.69 3.76 5.69  -1.1465
H 2.70 3.61 3.90  0.1354
H 4.02 4.76 3.61  0.4593
H 4.28 3.01 3.33  0.2251
H 6.01 4.77 5.42  0.3388
H 6.27 3.02 5.14  0.3174
H 5.86 3.62 6.76  0.3245
C -1.15 -1.73 -3.50  -0.0818
C -2.40 -2.42 -3.99  0.6196
O -3.40 -2.47 -3.30  -0.3960
C -2.36 -3.04 -5.36  -1.3781
H -1.32 -1.33 -2.50  -0.2305
H -0.33 -2.44 -3.45  0.2490
H -0.90 -0.90 -4.17  0.2942
H -1.58 -3.81 -5.40  0.3557
H -2.16 -2.27 -6.11  0.3553
H -3.32 -3.50 -5.58  0.3341
C 7.55 -4.20 -0.59  -0.8131
C 6.78 -4.21 0.70  0.7787
O 5.89 -3.42 0.92  -0.4777
C 7.16 -5.25 1.72  -1.1888
H 7.17 -3.40 -1.23  0.0101
H 8.61 -4.01 -0.39  0.4006
H 7.43 -5.15 -1.11  0.3357
H 8.20 -5.11 2.03  0.3430
H 7.02 -6.25 1.31  0.3417
H 6.53 -5.15 2.61  0.3005
C -8.34 0.22 3.69  -1.1601
C -8.24 -1.16 3.09  0.8744
O -8.82 -1.44 2.05  -0.5186
C -7.41 -2.18 3.82  -1.0771
H -8.97 0.85 3.06  0.2907
H -8.79 0.16 4.69  0.3636
H -7.34 0.67 3.76  0.3034
H -7.82 -2.35 4.82  0.3738
H -6.37 -1.84 3.88  0.2927
H -7.43 -3.12 3.27  0.2572
C -5.59 5.74 1.72  -1.0300
C -6.43 4.51 1.47  0.8022
O -6.98 3.93 2.39  -0.5468
C -6.56 4.03 0.05  -0.6753
H -5.59 5.97 2.79  0.3044
H -4.56 5.56 1.40  0.2520
H -6.01 6.59 1.18  0.3277
H -5.57 3.78 -0.34  -0.0489
H -7.02 4.81 -0.56  0.3776
H -7.19 3.14 0.03  0.2493
C 1.35 2.85 -4.93  -0.9733
C 1.45 1.48 -5.54  0.8520
O 0.89 1.21 -6.58  -0.5795
C 2.26 0.45 -4.80  -0.7603
H 0.73 3.49 -5.57  0.3130
H 0.88 2.79 -3.94  0.1732
H 2.34 3.29 -4.85  0.3074
H 1.83 0.28 -3.81  0.0371
H 3.30 0.79 -4.71  0.3496
H 2.24 -0.49 -5.35  0.2934
C 3.98 2.97 -0.04  -0.5854
C 4.85 4.19 -0.10  0.7180
O 4.85 5.01 0.80  -0.5627
C 5.72 4.36 -1.32  -0.8537
H 3.41 2.97 0.89  0.0912
H 3.28 2.97 -0.88  0.3196
H 4.60 2.07 -0.07  0.1634
H 5.09 4.42 -2.22  0.2851
H 6.41 3.53 -1.40  0.0806
H 6.29 5.29 -1.23  0.3543
C 7.44 1.00 -4.43  -1.2619
C 6.73 1.00 -3.10  0.8505
O 5.84 1.80 -2.86  -0.5204
C 7.15 -0.03 -2.09  -1.0569
H 7.04 1.79 -5.06  0.3087
H 8.51 1.18 -4.28  0.3880
H 7.29 0.04 -4.93  0.3539
H 8.21 0.11 -1.83  0.4190
H 6.99 -1.03 -2.48  0.2865
H 6.55 0.09 -1.18  0.2111

## Properties
* E_HOMO: -10.3 eV
* total charge: +1
* 2S+1: 1


Molecular formula: C15H23ClN2O4S
Method: DFT, ωB97M-V with the def2-TZVPD basis set

Each line ends with the Mulliken charge.
CARTESIAN COORDINATES (ANGSTROEM)
C 0.69 0.73 4.61  -1.4576
C -0.31 -0.32 5.08  0.9461
C 0.41 -1.57 5.58  -1.5332
C -1.31 -0.67 3.96  -1.4568
N -0.68 -1.29 2.83  -0.0763
C -0.24 -0.70 1.71  0.7608
C -0.56 0.64 1.38  -0.4975
C -0.13 1.20 0.20  -0.7802
Cl -0.54 2.81 -0.19  -0.1523
C 0.65 0.47 -0.70  -0.3034
S 1.20 1.20 -2.23  1.3783
O 1.95 0.20 -2.94  -0.6961
O 1.81 2.47 -1.99  -0.7179
N -0.26 1.48 -2.99  -0.0617
C -0.82 0.42 -3.78  -1.0761
C -2.34 0.30 -3.59  0.8478
C -2.68 0.02 -2.13  -1.2164
C -2.88 -0.80 -4.50  -1.6459
C 0.98 -0.83 -0.40  -0.3591
C 0.55 -1.44 0.78  -0.0580
C 0.96 -2.81 1.06  0.9532
O 0.70 -3.44 2.07  -0.7211
O 1.69 -3.37 0.08  -0.4485
H 1.37 0.98 5.42  0.4705
H 0.18 1.64 4.30  0.3460
H 1.27 0.36 3.77  0.2307
H -0.90 0.10 5.91  0.3295
H -0.30 -2.33 5.90  0.3691
H 1.05 -1.32 6.42  0.4379
H 1.04 -1.99 4.79  0.3190
H -1.86 0.22 3.66  0.3887
H -2.04 -1.39 4.36  0.4312
H -0.35 -2.24 2.97  0.3079
H -1.16 1.23 2.04  0.3422
H -0.32 2.41 -3.38  0.2872
H -0.59 0.55 -4.85  0.3365
H -0.33 -0.50 -3.45  0.3729
H -2.79 1.25 -3.88  0.2347
H -2.32 0.83 -1.50  0.1900
H -3.76 -0.06 -2.00  0.4755
H -2.21 -0.91 -1.80  0.2792
H -2.44 -1.76 -4.23  0.3604
H -3.96 -0.88 -4.39  0.4171
H -2.66 -0.60 -5.54  0.4146
H 1.58 -1.38 -1.11  0.6750
H 1.94 -4.28 0.34  0.3561

## Properties
* E_HOMO: -8.4 eV
* energy above the lowest of the compared OMol25 structures with the same formula, charge and spin: 0.0 kcal per mole
* 2S+1: 1
* structure (SMILES): CC(C)CNc1cc(Cl)c(S(=O)(=O)NCC(C)C)cc1C(=O)O


| no. | largest force on an atom (eV/Å) |
| --- | --- |
| 1 | 3.16 |
| 2 | 2.25 |
| 3 | 0.82 |
| 4 | 3.41 |
| 5 | 4.07 |
| 6 | 5.19 |
| 7 | 0.89 |